Entry 1:
C5H8O | ωB97M-V/def2-TZVPD

Geometry as XYZ:
```
14
Properties=species:S:1:pos:R:3:forces:R:3
C 0.367 -2.015 0.210 0.1 0.1 0.0
C 1.344 -1.105 0.274 0.0 0.0 0.0
C 1.302 0.330 -0.056 -0.1 0.1 0.0
C 0.228 1.104 -0.263 0.1 -0.1 0.0
C -1.217 0.687 -0.187 0.3 -0.3 -0.1
O -2.107 1.755 -0.435 0.0 0.3 0.3
H -0.635 -1.801 -0.139 0.1 0.0 0.0
H 0.561 -3.045 0.497 0.0 0.2 0.0
H 2.319 -1.457 0.608 -0.1 0.1 0.0
H 2.276 0.816 -0.111 -0.2 -0.1 0.0
H 0.381 2.161 -0.490 0.0 -0.2 0.0
H -1.449 -0.057 -0.954 0.1 0.0 0.1
H -1.400 0.210 0.790 -0.1 0.0 -0.1
H -1.970 2.416 0.256 -0.1 0.0 -0.1
```
Forces are in eV/Å.

Results
Net charge   0
Gap between HOMO and LUMO   9.81 eV
Lowest unoccupied orbital energy   0.86 eV
Structure (SMILES)   C=C/C=C\CO
2S+1   1
HOMO   -0.32864 Ha


Entry 2:
C5H8O | ωB97M-V/def2-TZVPD

Geometry as XYZ:
```
14
Properties=species:S:1:pos:R:3:forces:R:3
O 1.538 -0.111 -1.669 0.4 0.3 0.4
C 1.562 0.583 -0.676 -0.2 0.0 -0.4
C 0.693 0.355 0.532 -0.5 0.3 -0.1
C 0.132 -1.084 0.586 0.0 -0.2 0.0
C -0.982 -0.609 -0.344 -0.2 -0.2 -0.1
C -0.890 0.785 0.256 0.5 0.1 0.2
H 2.225 1.470 -0.646 -0.1 0.0 0.1
H 1.201 0.729 1.438 -0.4 0.1 -0.4
H 0.755 -1.899 0.214 0.1 0.2 0.1
H -0.226 -1.312 1.597 0.0 0.0 -0.2
H -0.494 -0.507 -1.317 -0.5 -0.3 0.0
H -1.918 -1.145 -0.488 -0.1 0.0 0.4
H -1.382 1.561 -0.364 1.3 0.2 0.2
H -1.254 0.935 1.272 -0.4 -0.4 0.0
```
Forces are in eV/Å.

Results
Net charge   0
Gap between HOMO and LUMO   10.62 eV
Lowest unoccupied orbital energy   0.99 eV
Structure (SMILES)   O=CC1CCC1
2S+1   1
HOMO   -0.35390 Ha


Entry 3:
C5H8O | ωB97M-V/def2-TZVPD

Geometry as XYZ:
```
14
Properties=species:S:1:pos:R:3:forces:R:3
C 0.484 1.385 0.900 0.0 0.1 0.1
C -0.271 0.266 0.284 0.1 0.0 -0.1
C -0.216 -0.226 -1.005 -0.1 -0.3 0.1
C -1.052 -1.331 -1.070 0.5 0.2 -1.3
O -1.668 -1.586 0.084 -0.4 -0.2 0.9
C -1.253 -0.583 1.025 -0.1 0.0 0.2
H -0.169 2.233 1.150 0.1 -0.1 0.0
H 1.267 1.743 0.227 -0.1 0.0 0.1
H 0.957 1.065 1.838 0.0 0.1 -0.1
H 0.382 0.156 -1.822 -0.1 -0.1 0.1
H 5.800 0.015 -2.983 0.0 0.0 0.0
H -1.275 -2.009 -1.883 0.1 0.2 0.1
H -0.834 -1.088 1.907 0.0 0.1 0.0
H -2.154 -0.039 1.347 0.1 0.0 0.0
```
Forces are in eV/Å.

Results
Net charge   0
Gap between HOMO and LUMO (spin up / spin down)   10.50 / 7.17 eV
Lowest unoccupied orbital energy (spin up / spin down)   0.84 / 1.01 eV
2S+1   1
HOMO (spin up / spin down)   -0.35495 / -0.22621 Ha


Entry 4:
C5H8O | ωB97M-V/def2-TZVPD

Geometry as XYZ:
```
14
Properties=species:S:1:pos:R:3:forces:R:3
C 0.794 0.863 2.384 -3.5 0.0 1.2
C -0.267 0.306 1.704 1.2 -0.8 0.7
C 0.073 -0.358 0.408 1.0 0.9 1.7
C -0.758 -0.760 -0.533 -1.3 0.4 -2.4
C -0.459 -0.423 -2.052 -0.2 -1.2 0.6
O 0.516 0.602 -2.306 0.9 -1.8 1.0
H 1.819 0.542 2.285 0.1 0.4 -0.6
H 0.515 1.543 3.244 0.7 -1.0 -0.9
H -1.357 0.344 2.038 1.7 0.4 -0.6
H 1.176 -0.220 0.246 -1.2 0.2 -0.6
H -1.799 -1.195 -0.387 1.2 1.2 0.2
H -1.390 -0.106 -2.553 0.3 0.2 0.6
H -0.248 -1.392 -2.534 0.5 0.3 -0.3
H 1.383 0.255 -1.943 -1.5 0.7 -0.7
```
Forces are in eV/Å.

Results
Net charge   0
Gap between HOMO and LUMO   9.16 eV
Lowest unoccupied orbital energy   0.75 eV
Structure (SMILES)   C=C/C=C/CO
2S+1   1
HOMO   -0.30907 Ha


Entry 5:
C5H8O | ωB97M-V/def2-TZVPD

Geometry as XYZ:
```
14
Properties=species:S:1:pos:R:3:forces:R:3
C -2.082 0.265 0.170 0.1 -1.2 1.4
C -0.700 0.425 0.554 1.2 1.2 -1.6
O -0.331 1.278 1.356 0.1 -0.5 -0.4
C 0.222 -0.468 -0.217 0.2 -0.1 0.1
C 1.320 0.315 -0.892 0.4 0.1 -0.1
C 1.615 -0.548 0.296 0.4 -0.1 0.1
H -2.461 -0.386 -0.612 0.8 -0.2 -0.1
H -1.612 -0.658 1.137 -3.1 1.7 -1.2
H -2.667 1.210 0.182 0.0 -1.0 1.5
H -0.198 -1.316 -0.767 0.0 0.4 0.3
H 1.325 1.390 -0.729 0.0 -0.2 0.0
H 1.644 -0.004 -1.879 -0.1 0.0 0.2
H 2.149 -1.481 0.168 0.0 0.1 -0.1
H 1.776 -0.022 1.233 0.0 -0.1 -0.1
```
Forces are in eV/Å.

Results
Net charge   0
Gap between HOMO and LUMO   10.10 eV
Lowest unoccupied orbital energy   0.68 eV
2S+1   1
HOMO   -0.34622 Ha


Entry 6:
C5H8O | ωB97M-V/def2-TZVPD

Geometry as XYZ:
```
14
Properties=species:S:1:pos:R:3:forces:R:3
C 1.365 0.226 0.648 0.0 0.1 -0.3
C 0.050 0.120 -0.148 0.5 0.4 -0.2
C -0.447 1.366 -0.742 0.2 0.3 -0.1
O -0.018 2.459 -0.449 -0.3 -0.2 -0.3
C -0.412 -1.219 -0.670 0.3 0.0 -0.1
C -1.069 -0.675 0.541 0.2 0.5 0.1
H 2.076 -0.509 0.263 0.1 0.2 0.0
H 1.737 1.240 0.503 0.2 -0.1 -0.1
H 1.344 0.073 1.747 -0.5 0.0 -0.6
H -1.304 1.245 -1.441 0.0 0.1 0.1
H -0.977 -1.192 -1.605 0.0 0.0 0.4
H 0.264 -2.064 -0.603 0.1 0.2 0.0
H -0.483 -0.666 1.445 -1.3 -1.5 0.9
H -2.128 -0.404 0.510 0.6 0.2 0.2
```
Forces are in eV/Å.

Results
Net charge   0
Gap between HOMO and LUMO   10.71 eV
Lowest unoccupied orbital energy   0.98 eV
Structure (SMILES)   CC1(C=O)CC1
2S+1   1
HOMO   -0.35746 Ha


Entry 7:
C5H8O2 | ωB97M-V/def2-TZVPD

Geometry as XYZ:
```
15
Properties=species:S:1:pos:R:3:forces:R:3
C 2.502 0.046 -0.220 -0.6 -0.1 0.0
C 1.312 -0.157 -0.212 0.7 0.1 0.0
C -0.165 -0.316 -0.176 0.1 -0.1 0.2
C -0.578 -1.511 0.671 0.0 0.0 0.1
O -0.672 -0.541 -1.474 0.0 0.2 -0.2
C -0.755 0.995 0.383 -0.1 -0.1 0.2
O -0.707 2.015 -0.597 0.3 0.1 0.0
H 3.559 0.195 -0.225 -0.2 0.0 0.0
H -1.666 -1.615 0.611 0.2 0.0 0.0
H -0.280 -1.383 1.716 0.0 0.0 -0.1
H -0.121 -2.422 0.278 0.0 0.1 0.1
H -0.631 0.317 -1.925 -0.1 -0.1 0.0
H -0.219 1.285 1.298 -0.1 -0.1 -0.2
H -1.811 0.845 0.625 0.1 0.0 -0.1
H 0.219 2.273 -0.706 -0.1 0.0 0.0
```
Forces are in eV/Å.

Results
Net charge   0
Gap between HOMO and LUMO   11.10 eV
Lowest unoccupied orbital energy   0.82 eV
Structure (SMILES)   C#C[C@](C)(O)CO
2S+1   1
HOMO   -0.37778 Ha


Entry 8:
C5H8O2 | ωB97M-V/def2-TZVPD

Geometry as XYZ:
```
15
Properties=species:S:1:pos:R:3:forces:R:3
O -2.258 -1.996 0.339 -0.3 1.0 -0.2
C -2.154 -0.849 0.128 -0.4 -0.5 0.2
C -1.995 0.443 -0.104 -0.2 -0.1 0.1
C -0.576 0.997 -0.060 0.1 -0.1 0.0
C 0.262 -0.257 0.230 0.1 -0.1 0.0
C 1.673 -0.503 -0.238 -0.1 -0.2 -0.2
O 2.693 0.218 0.403 0.1 0.4 0.0
H -2.902 1.025 -0.195 0.1 0.1 0.0
H -0.500 1.756 0.732 0.1 -0.2 -0.1
H -0.281 1.492 -0.998 -0.2 -0.2 0.1
H 0.164 -0.486 1.299 0.1 -0.1 -0.2
H -0.238 -1.032 -0.356 0.2 -0.2 0.3
H 1.856 -1.563 -0.023 0.2 0.2 -0.1
H 1.693 -0.392 -1.335 0.2 0.1 0.1
H 2.563 1.146 0.180 0.2 0.0 0.1
```
Forces are in eV/Å.

Results
Net charge   0
Gap between HOMO and LUMO   9.68 eV
Lowest unoccupied orbital energy   0.72 eV
Structure (SMILES)   O=C=CCCCO
2S+1   1
HOMO   -0.32948 Ha


Entry 9:
C5H8O2 | ωB97M-V/def2-TZVPD

Geometry as XYZ:
```
15
Properties=species:S:1:pos:R:3:forces:R:3
C -0.317 1.462 -0.300 0.0 0.0 0.0
C -0.135 0.052 0.208 -0.2 0.1 -0.1
O 1.162 -0.217 0.743 0.1 0.0 -0.1
C 2.185 -0.219 -0.121 0.1 0.1 -0.3
O 2.124 -0.010 -1.303 0.0 -0.1 0.5
C -0.827 -1.104 -0.436 0.0 -0.1 -0.2
C -1.215 -0.660 0.954 -0.1 0.0 0.2
H 0.074 1.566 -1.315 0.0 0.0 0.1
H 0.212 2.164 0.352 -0.1 -0.1 0.0
H -1.377 1.732 -0.296 0.1 -0.1 0.0
H 3.111 -0.442 0.430 -0.1 0.0 -0.1
H -1.496 -0.889 -1.265 0.1 0.0 0.1
H -0.271 -2.032 -0.530 -0.1 0.2 0.0
H -2.160 -0.143 1.095 0.2 -0.1 0.0
H -0.909 -1.292 1.782 0.0 0.1 -0.1
```
Forces are in eV/Å.

Results
Net charge   0
Gap between HOMO and LUMO   11.31 eV
Lowest unoccupied orbital energy   0.99 eV
Structure (SMILES)   CC1(OC=O)CC1
2S+1   1
HOMO   -0.37911 Ha


Entry 10:
C5H8O2 | ωB97M-V/def2-TZVPD

Geometry as XYZ:
```
15
Properties=species:S:1:pos:R:3:forces:R:3
C 2.140 0.062 -0.836 -3.3 0.7 -0.4
C 0.600 0.183 -1.350 0.1 -2.3 0.7
C -0.458 0.093 -0.553 0.2 -0.2 0.1
O -1.621 -0.412 -1.030 -0.7 0.6 -0.1
C -0.434 0.554 0.886 0.0 -0.2 0.0
C -1.212 -0.290 1.858 -0.3 -0.2 0.0
O -2.100 -1.055 1.542 0.4 0.3 0.2
H 1.827 1.117 -1.150 3.7 -0.2 0.2
H 2.477 -0.858 -1.346 0.5 1.4 -0.5
H 2.206 -0.168 0.238 -0.2 0.7 -0.4
H 0.467 0.107 -2.434 0.1 -0.4 0.4
H -2.083 -0.797 -0.263 -0.2 0.1 -0.1
H 0.592 0.675 1.246 -0.2 -0.1 0.0
H -0.879 1.565 0.954 0.0 -0.2 -0.1
H -0.955 -0.157 2.925 0.0 0.0 0.0
```
Forces are in eV/Å.

Results
Net charge   0
Gap between HOMO and LUMO   8.53 eV
Lowest unoccupied orbital energy   0.60 eV
Structure (SMILES)   C/C=C(/O)CC=O
2S+1   1
HOMO   -0.29150 Ha


Entry 11:
C5H8O2 | ωB97M-V/def2-TZVPD

Geometry as XYZ:
```
15
Properties=species:S:1:pos:R:3:forces:R:3
C 1.209 -1.459 -0.269 -0.1 -2.5 0.1
C 0.456 -0.264 -0.053 1.7 1.3 -0.8
C 0.308 0.336 1.338 0.7 -0.2 0.0
O -1.031 0.794 1.388 -0.6 -0.3 -0.6
C -1.610 0.348 0.205 -1.4 0.8 1.2
C -0.695 0.337 -0.894 1.4 -1.1 -0.2
O -0.219 1.591 -1.397 -0.7 0.1 0.2
H 1.546 -2.083 0.556 -0.1 0.1 -0.1
H 1.464 -1.766 -1.278 -0.1 0.0 0.1
H 1.535 -0.037 -0.496 -0.9 1.4 0.3
H 1.014 1.157 1.501 -0.2 0.0 0.0
H 0.449 -0.410 2.130 0.0 0.0 -0.1
H -2.480 -0.291 0.317 0.0 0.2 -0.1
H -1.011 -0.324 -1.709 0.0 0.1 0.1
H -0.980 2.186 -1.341 0.2 0.1 -0.1
```
Forces are in eV/Å.

Results
Net charge   0
Gap between HOMO and LUMO (spin up / spin down)   6.93 / 8.42 eV
Lowest unoccupied orbital energy (spin up / spin down)   0.16 / 0.70 eV
2S+1   1
HOMO (spin up / spin down)   -0.24897 / -0.28379 Ha


Entry 12:
C5H8O2 | ωB97M-V/def2-TZVPD

Geometry as XYZ:
```
15
Properties=species:S:1:pos:R:3:forces:R:3
C 1.507 0.608 -0.297 -0.6 0.1 -0.4
C 0.279 -0.146 0.398 0.4 0.5 -0.9
O 0.779 -0.688 1.595 -0.1 0.3 -0.2
C -1.046 0.663 0.518 0.1 0.2 -0.1
C -1.689 -0.367 -0.409 -0.4 0.1 0.1
O -0.904 -0.413 -1.598 -0.3 0.0 -0.4
C -0.469 -1.170 -0.480 0.3 -0.1 -0.1
H 1.142 0.813 -1.291 0.1 0.4 -0.5
H 1.801 1.567 0.179 -0.6 -0.5 0.0
H 2.481 0.065 -0.436 -1.1 -0.2 0.4
H 1.609 -0.370 1.253 1.8 -0.9 2.2
H -1.471 0.676 1.531 0.3 -0.2 -0.2
H -0.969 1.679 0.128 -0.3 0.0 0.0
H -2.726 -0.673 -0.489 0.1 0.1 0.0
H -0.324 -2.244 -0.603 0.1 0.3 0.1
```
Forces are in eV/Å.

Results
Net charge   0
Gap between HOMO and LUMO   10.81 eV
Lowest unoccupied orbital energy   1.02 eV
Structure (SMILES)   C[C@@]1(O)C[C@H]2O[C@H]21
2S+1   1
HOMO   -0.35989 Ha


Entry 13:
C5H8O2 | ωB97M-V/def2-TZVPD

Geometry as XYZ:
```
15
Properties=species:S:1:pos:R:3:forces:R:3
C -2.085 -0.169 -0.147 -0.1 0.2 0.2
C -0.926 0.793 0.059 0.1 -0.8 -0.5
O -1.126 1.985 0.121 0.3 0.1 0.0
C 0.469 0.190 0.154 -3.9 1.3 -1.6
C 0.550 -1.331 0.218 0.3 0.4 0.6
C 1.525 1.086 0.145 1.5 -4.3 1.9
O 2.638 1.344 -0.585 -0.4 1.6 0.0
H -3.012 0.401 -0.144 0.0 0.0 0.0
H -2.118 -0.915 0.649 0.0 0.0 0.0
H -1.989 -0.696 -1.098 0.0 0.0 0.0
H 1.586 -1.661 0.161 0.0 0.0 0.1
H 0.090 -1.733 1.124 0.1 -0.1 0.0
H 0.027 -1.773 -0.633 -0.1 0.2 0.0
H 1.837 0.238 0.907 1.9 1.5 -0.3
H 2.533 2.240 -0.932 0.2 0.0 -0.3
```
Forces are in eV/Å.

Results
Net charge   0
Gap between HOMO and LUMO (spin up / spin down)   7.77 / 8.02 eV
Lowest unoccupied orbital energy (spin up / spin down)   -0.28 / -0.57 eV
Structure (SMILES)   CC(=O)/C(C)=C/O
2S+1   1
HOMO (spin up / spin down)   -0.29594 / -0.31576 Ha


Entry 14:
C5H8O2 | ωB97M-V/def2-TZVPD

Geometry as XYZ:
```
15
Properties=species:S:1:pos:R:3:forces:R:3
O -0.342 1.686 0.665 -0.2 0.2 -0.1
C 0.555 1.285 -0.350 0.2 0.0 -0.3
C 1.024 -0.156 -0.218 0.0 0.0 0.0
C -0.179 -1.080 -0.144 -0.1 0.3 0.1
O 0.255 -2.417 -0.074 -0.3 -0.2 0.0
C -1.164 -0.724 0.895 0.4 0.4 0.0
C -1.073 0.667 1.305 -0.1 0.0 0.1
H -0.462 0.392 2.205 -0.3 -0.5 0.3
H 1.419 1.954 -0.297 -0.2 0.0 -0.1
H 0.044 1.447 -1.312 0.3 -0.1 0.0
H 1.613 -0.315 0.695 0.0 0.2 -0.2
H 1.654 -0.414 -1.071 0.0 0.0 0.1
H -0.804 -0.911 -1.056 0.0 0.0 0.1
H -0.447 -2.877 0.406 0.1 -0.1 0.0
H -1.988 1.122 1.699 0.2 -0.2 0.0
```
Forces are in eV/Å.

Results
Net charge   0
Gap between HOMO and LUMO   9.03 eV
Lowest unoccupied orbital energy   0.02 eV
2S+1   1
HOMO   -0.33107 Ha


Entry 15:
C5H8O2 | ωB97M-V/def2-TZVPD

Geometry as XYZ:
```
15
Properties=species:S:1:pos:R:3:forces:R:3
O 2.637 -0.087 0.842 0.3 0.0 -0.1
C 1.617 -0.612 0.018 -0.4 -0.1 -0.2
C 0.287 -0.389 0.595 0.0 -0.1 -0.2
C -0.862 1.305 -0.145 0.0 0.1 -0.1
C -1.881 0.174 -0.150 -0.1 0.0 0.0
C -0.923 -0.984 0.085 0.0 -0.2 0.0
O -1.103 -2.177 -0.093 0.0 0.4 0.0
H 3.486 -0.296 0.434 -0.1 0.1 0.1
H 1.635 -1.719 -0.027 0.0 0.2 0.0
H 1.727 -0.258 -1.022 0.0 0.0 0.2
H -0.010 0.959 0.636 0.0 0.0 0.0
H -1.149 2.213 0.392 0.1 -0.1 -0.1
H -0.429 1.544 -1.118 0.0 -0.1 0.2
H -2.410 0.069 -1.100 0.1 0.0 0.1
H -2.622 0.256 0.651 0.1 0.0 -0.1
```
Forces are in eV/Å.

Results
Net charge   0
Gap between HOMO and LUMO   8.71 eV
Lowest unoccupied orbital energy   0.10 eV
2S+1   1
HOMO   -0.31611 Ha


Entry 16:
C5H8O2 | ωB97M-V/def2-TZVPD

Geometry as XYZ:
```
15
Properties=species:S:1:pos:R:3:forces:R:3
O 1.755 0.152 -0.655 0.0 0.1 0.1
C 0.594 -0.185 -1.391 -0.2 0.0 -0.1
C -0.528 -0.791 -0.541 0.0 -0.1 0.0
C -1.033 0.193 0.509 0.3 0.1 -0.2
O -2.036 -0.433 1.280 -0.1 0.1 0.2
C 0.055 0.781 1.334 0.3 -0.1 -0.4
C 1.296 0.882 0.886 -0.2 0.3 0.1
H 1.623 -0.241 0.661 -0.1 -0.2 0.1
H 0.896 -0.897 -2.169 -0.1 0.1 0.1
H 0.224 0.724 -1.889 0.0 -0.1 0.0
H -0.175 -1.696 -0.030 0.0 0.1 -0.1
H -1.351 -1.088 -1.198 0.1 0.0 0.1
H -1.450 1.073 -0.023 0.1 -0.1 0.1
H -2.019 0.002 2.143 -0.1 -0.1 -0.1
H 2.147 1.522 1.083 -0.2 -0.2 -0.1
```
Forces are in eV/Å.

Results
Net charge   0
Gap between HOMO and LUMO   8.89 eV
Lowest unoccupied orbital energy   0.18 eV
2S+1   1
HOMO   -0.32042 Ha


Entry 17:
C5H8O2 | ωB97M-V/def2-TZVPD

Geometry as XYZ:
```
15
Properties=species:S:1:pos:R:3:forces:R:3
O 0.333 -2.040 1.451 -1.9 0.8 -1.3
C 0.535 -0.712 1.171 -0.3 2.4 3.3
C 0.763 -0.140 -0.132 -1.2 -0.8 -3.3
C 0.662 0.880 -1.292 0.9 -0.3 0.9
O -0.701 1.278 -1.293 -1.8 -2.6 -0.8
C -1.500 0.331 -0.446 2.6 0.3 2.5
C -0.497 0.258 0.730 -1.4 -3.2 -3.0
H 1.176 -2.323 1.686 2.3 -1.4 0.8
H 0.928 -0.136 2.005 0.8 -0.6 0.3
H 0.446 -0.948 -0.846 -0.2 -0.2 1.3
H 1.036 1.853 -1.254 2.0 1.3 0.2
H 1.092 0.255 -2.090 -0.7 0.9 -0.6
H -2.271 0.966 -0.071 -1.3 -0.2 -0.5
H -1.650 -0.752 -0.583 -0.7 0.7 -1.6
H -0.351 1.228 0.964 0.8 2.9 1.8
```
Forces are in eV/Å.

Results
Net charge   0
Gap between HOMO and LUMO   9.71 eV
Lowest unoccupied orbital energy   0.75 eV
Structure (SMILES)   OC1[C@@H]2COC[C@@H]12
2S+1   1
HOMO   -0.32911 Ha